Molecular formula: C21H29OSi
Method: DFT, ωB97M-V/def2-TZVPD

Geometry (Å):
C (-2.750, -0.559, -0.381)
O (-1.906, -0.111, 0.672)
C (-1.012, 0.968, 0.393)
C (-1.269, 2.106, 1.377)
C (-0.801, 3.391, 1.065)
C (-1.074, 4.443, 1.940)
C (-1.877, 4.225, 3.062)
C (-2.446, 5.393, 3.814)
C (-2.170, 2.916, 3.454)
C (-1.864, 1.849, 2.618)
H (-3.580, -1.100, 0.090)
H (-3.142, 0.294, -0.964)
H (-2.223, -1.271, -1.050)
H (-1.134, 1.351, -0.635)
H (-0.220, 3.543, 0.147)
H (-0.680, 5.445, 1.747)
H (-3.142, 5.036, 4.582)
H (-1.658, 5.972, 4.298)
H (-2.986, 6.070, 3.136)
H (-2.643, 2.729, 4.414)
H (-2.107, 0.819, 2.899)
C (1.708, -4.518, -1.123)
Si (0.300, -3.305, -0.864)
C (-0.156, -2.533, -2.497)
C (-1.173, -4.141, -0.083)
C (0.829, -1.971, 0.413)
C (0.976, -0.608, -0.140)
C (0.395, 0.506, 0.647)
C (1.941, -0.300, -1.141)
C (2.989, -1.215, -1.439)
C (3.891, -0.963, -2.459)
C (3.830, 0.235, -3.179)
C (2.845, 1.185, -2.868)
C (1.912, 0.933, -1.870)
H (2.087, -4.916, -0.169)
H (1.312, -5.358, -1.715)
H (2.547, -4.073, -1.678)
H (-0.800, -1.651, -2.393)
H (0.739, -2.231, -3.060)
H (-0.699, -3.290, -3.083)
H (-1.911, -3.412, 0.286)
H (-1.653, -4.778, -0.839)
H (-0.859, -4.776, 0.761)
H (0.077, -1.996, 1.225)
H (1.785, -2.324, 0.840)
H (1.069, 1.366, 0.547)
H (0.413, 0.175, 1.698)
H (3.125, -2.083, -0.789)
H (4.646, -1.715, -2.682)
H (4.538, 0.419, -3.993)
H (2.810, 2.131, -3.415)
H (1.173, 1.702, -1.617)

Output
- Spin multiplicity: 1
- Total charge: +1
- Kohn-Sham gap: 5.78 eV
- ΔE to the lowest compared entry with this formula, charge and spin: 87.4 kJ/mol



Molecular formula: C21H30BF13N5OPS
Method: DFT, ωB97M-V/def2-TZVPD

Geometry (Å):
C (2.199, 0.187, 0.494)
N (2.807, 1.142, -0.430)
C (3.789, 1.947, 0.308)
B (1.836, 1.954, -1.158)
O (2.211, 2.425, -2.407)
P (0.074, 2.523, -0.549)
C (0.459, 3.324, 1.095)
N (1.348, 4.461, 0.772)
C (-1.062, 1.071, -0.242)
C (-2.370, 1.574, 0.397)
C (-3.476, 1.945, -0.592)
F (-3.917, 3.182, -0.335)
F (-2.941, 1.998, -1.827)
C (-4.630, 0.921, -0.706)
F (-4.094, -0.270, -0.447)
F (-5.104, 0.851, -1.938)
C (-5.777, 1.107, 0.366)
F (-5.204, 1.586, 1.463)
F (-6.232, -0.087, 0.641)
C (-6.934, 1.972, -0.184)
F (-6.521, 2.929, -0.945)
F (-7.645, 1.191, -0.946)
S (-8.100, 2.712, 1.113)
F (-6.933, 3.590, 1.665)
F (-7.805, 1.547, 2.117)
F (-9.322, 1.884, 0.569)
F (-8.497, 3.851, 0.104)
F (-9.044, 3.364, 2.175)
H (1.450, -0.404, -0.019)
H (1.721, 0.721, 1.326)
H (2.925, -0.504, 0.912)
H (4.679, 1.370, 0.559)
H (4.125, 2.824, -0.236)
H (3.358, 2.257, 1.265)
H (2.909, 3.085, -2.262)
H (0.905, 2.643, 1.817)
H (-0.458, 3.719, 1.531)
H (1.153, 5.196, 1.441)
H (1.055, 4.837, -0.127)
H (-0.607, 0.404, 0.486)
H (-1.211, 0.477, -1.134)
H (-2.171, 2.468, 0.972)
H (-2.684, 0.838, 1.125)
C (6.329, -2.778, 3.255)
C (5.613, -1.773, 3.960)
C (5.033, -0.958, 3.027)
N (5.372, -1.428, 1.787)
C (6.158, -2.539, 1.916)
H (6.904, -3.583, 3.684)
H (5.534, -1.664, 5.029)
H (4.410, -0.086, 3.137)
H (5.088, -1.019, 0.914)
H (6.528, -3.060, 1.049)
C (6.775, -8.529, 2.750)
C (7.799, -7.973, 1.938)
C (7.564, -6.627, 1.849)
N (6.436, -6.349, 2.572)
C (5.952, -7.501, 3.128)
H (6.656, -9.563, 3.026)
H (8.615, -8.501, 1.473)
H (8.099, -5.846, 1.335)
H (6.027, -5.437, 2.679)
H (5.067, -7.490, 3.741)
C (-3.457, 1.299, -6.806)
C (-4.617, 0.553, -7.148)
C (-5.203, 0.152, -5.977)
N (-4.442, 0.624, -4.943)
C (-3.379, 1.327, -5.439)
H (-2.762, 1.763, -7.486)
H (-4.979, 0.336, -8.139)
H (-6.093, -0.426, -5.791)
H (-4.633, 0.477, -3.969)
H (-2.661, 1.784, -4.779)

Output
- Spin multiplicity: 1
- Kohn-Sham gap: 8.37 eV
- ΔE to the lowest compared entry with this formula, charge and spin: 0.0 kJ/mol
- SMILES string: CN(C)B(O)P(CN)CCC(F)(F)C(F)(F)C(F)(F)C(F)(F)S(F)(F)(F)(F)F.c1cc[nH]c1.c1cc[nH]c1.c1cc[nH]c1



Molecular formula: C21H30Cl19INO5
Method: DFT, ωB97M-V/def2-TZVPD

Geometry (Å):
C (-2.393, -3.581, 1.136)
C (-0.912, -3.261, 0.890)
C (-0.583, -2.459, -0.396)
I (-1.952, -2.973, -1.982)
C (-0.449, -0.945, -0.133)
C (0.961, -0.369, -0.505)
C (1.751, -0.086, 0.739)
O (3.054, 0.365, 0.440)
C (3.867, 0.227, 1.585)
O (4.833, 1.225, 1.591)
C (5.249, 1.490, 2.925)
C (6.722, 1.929, 2.956)
O (6.952, 2.756, 4.075)
C (0.529, 0.865, -1.406)
C (1.588, 1.878, -1.860)
C (1.659, 1.909, -3.382)
O (0.500, 2.649, -3.847)
C (-0.316, 1.885, -4.663)
O (-0.011, 1.722, -5.755)
C (-0.755, 1.325, -0.732)
C (-0.788, 2.251, 0.503)
Cl (-1.230, 1.410, 2.038)
C (0.511, 3.105, 0.716)
C (0.389, 4.475, 0.041)
Cl (0.672, 3.484, 2.486)
N (-1.454, -0.015, -0.694)
Cl (-3.097, -0.093, -0.167)
H (-3.073, -2.777, 0.876)
H (-2.523, -3.753, 2.203)
H (-2.690, -4.508, 0.665)
H (-0.545, -2.748, 1.777)
H (-0.385, -4.208, 0.843)
H (0.378, -2.830, -0.719)
H (-0.407, -0.902, 0.949)
H (1.501, -0.990, -1.212)
H (1.246, 0.631, 1.394)
H (1.820, -1.026, 1.305)
H (4.303, -0.778, 1.646)
H (3.235, 0.352, 2.475)
H (4.608, 2.240, 3.392)
H (5.187, 0.595, 3.552)
H (6.962, 2.433, 2.029)
H (7.297, 1.008, 3.059)
H (6.651, 2.288, 4.864)
H (0.300, 0.335, -2.334)
H (2.577, 1.613, -1.493)
H (1.392, 2.903, -1.569)
H (1.704, 0.909, -3.813)
H (2.533, 2.452, -3.728)
H (-1.229, 1.482, -4.204)
H (-1.293, 1.902, -1.487)
H (-1.587, 2.961, 0.359)
H (1.433, 2.594, 0.485)
H (1.406, 4.821, -0.120)
H (-0.068, 5.194, 0.705)
H (-0.116, 4.403, -0.920)
H (-1.548, -0.200, -1.701)
C (-0.461, -3.285, 5.192)
Cl (-1.984, -4.179, 5.152)
Cl (0.110, -3.158, 6.853)
Cl (0.748, -4.133, 4.216)
Cl (-0.720, -1.658, 4.531)
C (-0.883, 4.731, -7.989)
Cl (-2.460, 3.929, -7.964)
Cl (-0.267, 4.862, -6.336)
Cl (0.245, 3.785, -8.962)
Cl (-1.055, 6.346, -8.683)
C (-5.928, -1.954, -3.048)
Cl (-5.432, -3.493, -3.759)
Cl (-4.629, -0.767, -3.267)
Cl (-7.392, -1.377, -3.837)
Cl (-6.225, -2.170, -1.317)
C (-5.561, -6.980, 4.696)
Cl (-4.260, -5.778, 4.590)
Cl (-7.108, -6.199, 4.356)
Cl (-5.270, -8.257, 3.512)
Cl (-5.588, -7.670, 6.318)

Output
- Spin multiplicity: 1
- Total charge: +1
- Kohn-Sham gap: 8.58 eV



Molecular formula: C21H30Cl2MnN5O
Method: DFT, ωB97M-V/def2-TZVPD

Geometry (Å):
Mn (0.321, -0.055, -0.655)
C (-1.848, -2.349, -0.807)
N (-1.193, -1.614, 0.288)
C (-2.232, -1.027, 1.142)
C (-0.344, -2.532, 1.070)
C (1.023, -2.716, 0.429)
N (1.827, -1.478, 0.451)
C (2.289, -1.154, 1.823)
C (3.018, -1.689, -0.400)
H (-2.570, -3.071, -0.407)
H (-1.110, -2.881, -1.405)
H (-2.374, -1.649, -1.456)
H (-2.863, -1.804, 1.587)
H (-2.861, -0.372, 0.539)
H (-1.781, -0.437, 1.940)
H (-0.830, -3.510, 1.172)
H (-0.231, -2.128, 2.077)
H (0.894, -2.995, -0.616)
H (1.558, -3.529, 0.934)
H (2.349, -2.078, 2.412)
H (0.598, -0.521, 2.878)
H (3.290, -0.735, 1.761)
H (3.630, -2.513, -0.014)
H (3.617, -0.780, -0.419)
H (2.714, -1.926, -1.414)
Cl (1.444, -3.050, -4.259)
C (0.361, -1.710, -4.353)
C (-0.316, -1.439, -5.552)
C (-1.196, -0.393, -5.644)
Cl (-2.028, -0.102, -7.129)
C (-1.436, 0.447, -4.531)
C (-2.323, 1.541, -4.503)
C (-2.465, 2.257, -3.341)
C (-1.731, 1.899, -2.207)
N (-0.887, 0.886, -2.190)
C (-0.739, 0.163, -3.338)
C (0.172, -0.925, -3.233)
O (0.744, -1.099, -2.066)
H (-0.139, -2.075, -6.408)
H (-2.880, 1.800, -5.393)
H (-3.137, 3.103, -3.294)
H (-1.836, 2.457, -1.285)
C (1.064, 1.125, 5.471)
C (2.331, 1.080, 4.595)
C (2.009, 0.901, 3.161)
N (1.475, -0.168, 2.514)
H (1.337, 1.238, 6.520)
H (0.487, 0.204, 5.367)
H (0.431, 1.967, 5.189)
H (2.970, 0.257, 4.944)
H (2.894, 2.003, 4.736)
C (-0.556, 4.657, 1.195)
C (-0.349, 3.386, 2.033)
C (-0.123, 2.219, 1.203)
N (0.073, 1.294, 0.550)
H (-0.708, 5.506, 1.858)
H (-1.431, 4.565, 0.554)
H (0.314, 4.856, 0.572)
H (-1.225, 3.191, 2.654)
H (0.507, 3.502, 2.701)

Output
- Spin multiplicity: 6
- Total charge: +1
- Kohn-Sham gap (alpha / beta): 7.07 / 7.46 eV
- ΔE to the lowest compared entry with this formula, charge and spin: 528.1 kJ/mol
- <S²>: 8.78



Molecular formula: C21H30F5GeIN2O3PdSe
Method: DFT, ωB97M-V/def2-TZVPD

Geometry (Å):
Pd (0.787, 0.615, -0.485)
C (0.136, 2.880, 1.879)
C (0.082, 1.523, 2.557)
C (-1.167, 1.371, 3.414)
C (1.332, 1.273, 3.379)
O (0.038, 0.477, 1.503)
Ge (-1.621, -0.208, 0.809)
O (-0.724, -1.892, -0.746)
C (-0.650, -3.343, -0.178)
C (-0.636, -4.332, -1.321)
C (0.597, -3.394, 0.679)
C (-1.927, -3.461, 0.624)
O (-1.183, 0.904, -0.636)
C (-2.167, 1.677, -1.494)
C (-3.214, 2.192, -0.522)
C (-1.380, 2.803, -2.125)
C (-2.784, 0.743, -2.512)
H (0.201, 3.675, 2.621)
H (1.024, 2.952, 1.239)
H (-0.748, 3.060, 1.270)
H (-1.132, 2.065, 4.254)
H (-2.074, 1.611, 2.850)
H (-1.248, 0.362, 3.819)
H (1.383, 1.982, 4.205)
H (1.325, 0.266, 3.800)
H (2.228, 1.418, 2.772)
H (0.249, -4.255, -1.956)
H (-0.627, -5.334, -0.888)
H (-1.534, -4.245, -1.926)
H (1.503, -3.320, 0.069)
H (0.584, -2.610, 1.439)
H (0.641, -4.355, 1.193)
H (-2.795, -3.196, 0.022)
H (-2.048, -4.501, 0.931)
H (-1.910, -2.865, 1.537)
H (-2.766, 2.769, 0.286)
H (-3.902, 2.853, -1.052)
H (-3.822, 1.381, -0.110)
H (-0.968, 3.473, -1.369)
H (-0.571, 2.421, -2.747)
H (-2.039, 3.388, -2.768)
H (-3.124, -0.188, -2.053)
H (-3.659, 1.228, -2.945)
H (-2.093, 0.516, -3.321)
F (-1.399, 0.584, -7.126)
C (-0.982, 0.133, -5.975)
C (-1.508, -1.047, -5.455)
F (-2.429, -1.711, -6.113)
C (-1.054, -1.517, -4.235)
F (-1.565, -2.632, -3.740)
C (-0.102, -0.816, -3.504)
Se (0.629, -1.460, -1.860)
C (0.432, 0.345, -4.054)
F (1.406, 1.028, -3.415)
C (0.000, 0.829, -5.271)
F (0.517, 1.938, -5.760)
I (6.281, -0.632, 1.906)
C (4.800, 0.041, 0.758)
C (4.925, 0.937, -0.324)
N (3.709, 1.122, -0.795)
N (2.770, 0.410, -0.096)
C (3.405, -0.251, 0.838)
H (5.793, 1.420, -0.751)
H (3.430, 1.692, -1.587)
H (2.876, -0.881, 1.537)

Output
- Spin multiplicity: 2
- Total charge: +3
- Kohn-Sham gap (alpha / beta): 6.65 / 3.85 eV
- ΔE to the lowest compared entry with this formula, charge and spin: 0.0 kJ/mol
- <S²>: 0.76



Molecular formula: C21H30N2NdSi
Method: DFT, ωB97M-V/def2-TZVPD

Geometry (Å):
C (0.605, 1.984, 3.347)
C (1.047, 2.412, 2.065)
C (-0.113, 2.610, 1.252)
H (2.075, 2.690, 1.826)
C (-1.269, 2.238, 2.016)
C (-0.813, 1.864, 3.315)
H (-1.428, 1.788, 4.218)
H (1.201, 2.009, 4.265)
H (-0.131, 3.071, 0.264)
H (-2.314, 2.385, 1.721)
Nd (0.012, 0.019, 1.404)
C (-0.794, -3.809, -1.745)
H (0.860, 1.370, -0.632)
H (-0.868, -4.323, -0.778)
H (-1.106, -2.758, -1.688)
Si (0.180, 0.280, -1.430)
C (1.484, -0.132, -2.698)
C (2.406, 0.858, -3.100)
H (2.296, 1.884, -2.719)
C (3.461, 0.504, -3.962)
H (4.230, 1.251, -4.216)
C (3.530, -0.804, -4.465)
H (4.362, -1.087, -5.114)
C (2.506, -1.722, -4.195)
H (2.514, -2.707, -4.638)
C (1.468, -1.388, -3.323)
H (0.647, -2.071, -3.097)
C (-1.046, 0.982, -2.634)
C (-0.815, 1.164, -4.012)
H (0.123, 0.842, -4.455)
C (-1.805, 1.681, -4.864)
H (-1.604, 1.778, -5.943)
C (-3.061, 2.013, -4.347)
H (-3.850, 2.394, -5.011)
C (-3.345, 1.723, -2.997)
H (-4.362, 1.868, -2.624)
C (-2.351, 1.214, -2.148)
H (-2.568, 0.940, -1.107)
H (0.200, -3.853, -2.186)
H (-1.424, -4.363, -2.419)
N (1.528, -0.798, 3.389)
C (1.140, -1.596, 4.622)
C (0.073, -0.910, 5.444)
C (-1.321, -1.089, 4.903)
N (-1.421, -0.922, 3.387)
H (2.369, -1.247, 3.018)
H (1.890, 0.103, 3.738)
H (0.789, -2.567, 4.270)
H (2.024, -1.767, 5.255)
H (0.093, -1.358, 6.449)
H (0.285, 0.150, 5.616)
H (-1.658, -2.106, 5.142)
H (-2.006, -0.377, 5.371)
H (-2.316, -0.451, 3.211)
H (-1.606, -1.866, 3.039)

Output
- Spin multiplicity: 4
- Total charge: +1
- Kohn-Sham gap (alpha / beta): 6.34 / 6.44 eV
- <S²>: 3.77



Molecular formula: C21H30N2O2
Method: DFT, ωB97M-V/def2-TZVPD

Geometry (Å):
C (1.428, 4.777, 3.754)
C (1.582, 3.533, 2.936)
C (2.834, 2.963, 2.738)
C (2.982, 1.812, 1.987)
C (1.870, 1.194, 1.421)
C (1.980, -0.071, 0.652)
O (1.233, -1.003, 0.898)
C (3.128, -0.200, -0.345)
C (3.390, 1.124, -1.066)
C (2.041, 1.642, -1.587)
N (1.066, 0.570, -1.491)
C (-0.254, 0.996, -1.907)
C (-1.362, -0.039, -1.678)
O (-2.319, -0.085, -2.428)
N (-1.199, -0.804, -0.590)
C (-2.106, -1.874, -0.194)
C (-2.177, -2.968, -1.263)
C (-3.102, -4.093, -0.810)
C (-4.497, -3.550, -0.519)
C (-4.429, -2.459, 0.545)
C (-3.507, -1.331, 0.093)
C (1.552, -0.603, -2.205)
C (2.703, -1.228, -1.395)
C (0.610, 1.740, 1.653)
C (0.472, 2.901, 2.386)
H (2.323, 5.393, 3.700)
H (1.264, 4.514, 4.800)
H (0.575, 5.361, 3.418)
H (3.705, 3.428, 3.178)
H (3.963, 1.375, 1.872)
H (4.020, -0.543, 0.187)
H (3.850, 1.862, -0.412)
H (4.077, 0.937, -1.893)
H (2.139, 2.005, -2.624)
H (1.687, 2.475, -0.972)
H (-0.523, 1.888, -1.330)
H (-0.285, 1.271, -2.974)
H (-0.323, -0.760, -0.086)
H (-1.688, -2.297, 0.726)
H (-1.173, -3.358, -1.451)
H (-2.554, -2.526, -2.186)
H (-2.696, -4.556, 0.093)
H (-3.154, -4.860, -1.585)
H (-5.150, -4.358, -0.184)
H (-4.919, -3.132, -1.435)
H (-4.052, -2.885, 1.479)
H (-5.428, -2.062, 0.737)
H (-3.447, -0.559, 0.863)
H (-3.896, -0.876, -0.818)
H (1.895, -0.323, -3.214)
H (0.731, -1.311, -2.319)
H (2.365, -2.133, -0.890)
H (3.541, -1.485, -2.042)
H (-0.258, 1.250, 1.237)
H (-0.511, 3.323, 2.542)

Output
- Spin multiplicity: 1
- Kohn-Sham gap: 9.63 eV
- ΔE to the lowest compared entry with this formula, charge and spin: 87.3 kJ/mol
- SMILES string: Cc1ccc(C(=O)C2CCN(CC(=O)NC3CCCCC3)CC2)cc1



Molecular formula: C21H30N2O5
Method: DFT, ωB97M-V/def2-TZVPD

Geometry (Å):
C (-0.506, -2.087, 3.420)
C (-0.948, -1.093, 4.482)
O (-1.326, 0.163, 3.911)
C (-2.558, 0.248, 3.396)
O (-3.366, -0.640, 3.420)
C (-2.795, 1.617, 2.795)
C (-2.095, 1.732, 1.429)
N (-0.668, 1.592, 1.534)
C (-0.038, 0.478, 1.064)
O (-0.594, -0.304, 0.313)
N (1.259, 0.270, 1.474)
C (2.001, 1.103, 2.395)
C (2.782, 2.187, 1.652)
C (3.692, 1.538, 0.607)
C (2.904, 0.593, -0.308)
C (1.944, 1.364, -1.212)
O (1.859, 2.573, -1.168)
C (1.085, 0.558, -2.104)
C (1.452, -0.677, -2.627)
C (0.570, -1.412, -3.401)
C (0.981, -2.739, -3.966)
C (-0.711, -0.905, -3.637)
O (-1.607, -1.640, -4.396)
C (-2.413, -2.510, -3.628)
C (-1.086, 0.351, -3.153)
C (-2.452, 0.903, -3.428)
C (-0.174, 1.071, -2.403)
C (2.126, -0.426, 0.549)
H (0.326, -1.687, 2.847)
H (-1.327, -2.290, 2.737)
H (-0.203, -3.015, 3.896)
H (-1.801, -1.491, 5.041)
H (-0.132, -0.854, 5.167)
H (-2.401, 2.378, 3.472)
H (-3.867, 1.758, 2.665)
H (-2.335, 2.706, 0.989)
H (-2.437, 0.941, 0.758)
H (-0.204, 2.193, 2.194)
H (2.707, 0.443, 2.916)
H (1.336, 1.523, 3.152)
H (2.091, 2.864, 1.150)
H (3.381, 2.765, 2.359)
H (4.479, 0.970, 1.109)
H (4.162, 2.316, 0.003)
H (3.602, 0.048, -0.951)
H (2.441, -1.076, -2.455)
H (0.357, -2.995, -4.818)
H (0.876, -3.520, -3.212)
H (2.022, -2.714, -4.281)
H (-3.090, -2.996, -4.329)
H (-1.809, -3.267, -3.117)
H (-2.991, -1.961, -2.878)
H (-3.106, 0.716, -2.576)
H (-2.882, 0.431, -4.307)
H (-2.402, 1.978, -3.585)
H (-0.444, 2.039, -2.007)
H (2.832, -1.039, 1.119)
H (1.502, -1.071, -0.070)

Output
- Spin multiplicity: 1
- Kohn-Sham gap: 9.30 eV
- ΔE to the lowest compared entry with this formula, charge and spin: 60.3 kJ/mol
- SMILES string: CCOC(=O)CCNC(=O)N1CCC[C@H](C(=O)c2cc(C)c(OC)c(C)c2)C1



| no. | E_tot (Ha) |
| --- | --- |
| 1 | -1182.08143 |
| 2 | -3229.78923 |
| 3 | -10290.03643 |
| 4 | -3238.31077 |
| 5 | -6555.57588 |
| 6 | -1778.33002 |
| 7 | -1078.23956 |
| 8 | -1303.97225 |